No. 1
Formula: C4H15N2O2
Source: the OMol25 dataset
Level of theory: ωB97M-V/def2-TZVPD

Calculated values
**E_tot**: -421.23013 hartree
**<S²>**: 0.750
**Gap between HOMO and LUMO (spin up / spin down)**: 0.039 / 10.325 eV
**Total charge**: 0
**Relative energy (zero: lowest compared OMol25 entry of this formula, charge and spin)**: 49.6 kcal per mole
**Largest force on an atom**: 0.0333 Eh/bohr
**Multiplicity**: 2
**LUMO level (spin up / spin down)**: -2.68 / 0.46 eV

Last column: Mulliken spin population.
Element x y z (Å)
C: -0.10 -0.64 0.52  1.466
C: 0.66 0.61 0.92  -0.242
C: 0.49 1.79 -0.08  0.212
C: 2.21 2.58 -1.53  0.055
N: 1.45 1.65 -1.16  -0.003
N: 0.53 -1.23 -0.75  1.089
H: -1.16 -0.64 0.29  -0.280
H: -0.02 -1.40 1.29  0.472
H: 0.39 1.05 1.87  -0.141
H: 1.71 0.30 0.86  -0.152
H: -0.48 1.78 -0.57  -0.142
H: 0.63 2.70 0.52  -0.016
H: 2.05 3.62 -1.22  0.008
H: 3.00 2.34 -2.23  -0.029
H: 0.36 -2.23 -0.88  -0.496
H: 0.04 -0.75 -1.59  -0.498
H: 1.52 -0.99 -0.81  -0.271
H: -2.50 -0.78 2.77  -0.002
H: -2.71 0.62 2.29  -0.007
O: -2.67 -0.28 1.97  -0.012
H: -1.41 -4.04 -0.61  -0.026
H: -2.39 -2.97 -1.20  -0.002
O: -1.61 -3.09 -0.67  0.016

No. 2
Formula: C6H7N3O2S
Source: the OMol25 dataset
Level of theory: ωB97M-V/def2-TZVPD

Calculated values
**E_tot**: -945.58493 hartree
**Gap between HOMO and LUMO (spin up / spin down)**: 7.362 / 7.140 eV
**Total charge**: 0
**Relative energy (zero: lowest compared OMol25 entry of this formula, charge and spin)**: 86.7 kcal per mole
**Largest force on an atom**: 0.0360 Eh/bohr
**LUMO level (spin up / spin down)**: -2.44 / -1.59 eV

Last column: Löwdin charge in e.
Element x y z (Å)
C: 2.25 1.39 0.33  -0.062
C: 1.38 1.77 -0.67  -0.057
C: 2.10 0.16 0.97  -0.070
C: 0.34 0.95 -1.04  -0.025
C: 1.05 -0.67 0.63  -0.007
C: 0.15 -0.28 -0.38  -0.314
N: -3.66 -0.45 -0.52  -0.128
N: -1.15 -2.23 -0.40  0.095
N: -0.96 -0.97 -0.76  -0.116
O: -2.05 1.47 -0.17  -0.284
O: -2.06 -0.40 1.44  -0.293
S: -2.42 0.12 0.13  0.495
H: 3.06 2.04 0.63  0.106
H: 1.51 2.72 -1.17  0.111
H: 2.78 -0.14 1.75  0.108
H: -0.34 1.22 -1.83  0.119
H: 0.92 -1.61 1.15  0.107
H: -0.78 -2.56 0.49  0.114
H: -2.11 -2.51 -0.58  0.104

No. 3
Formula: C44H116BN10O21
Source: the OMol25 dataset
Level of theory: ωB97M-V/def2-TZVPD

Calculated values
**E_tot**: -3898.69112 hartree
**Gap between HOMO and LUMO**: 8.703 eV
**Total charge**: -1
**Relative energy (zero: lowest compared OMol25 entry of this formula, charge and spin)**: 0.0 kcal per mole
**Largest force on an atom**: 0.0426 Eh/bohr
**LUMO level**: 1.99 eV

Last column: Löwdin charge in e.
Element x y z (Å)
O: 2.78 2.13 -1.82  0.130
C: 1.91 1.78 -1.07  -0.367
O: 0.83 1.13 -1.45  0.206
B: -0.05 0.90 -0.31  -0.899
O: 0.61 1.59 0.82  0.245
C: 1.79 2.02 0.44  -0.376
O: 2.58 2.55 1.16  0.141
O: -0.26 -0.53 -0.04  0.246
C: -1.53 -0.83 -0.29  -0.350
O: -2.04 -1.91 -0.15  0.116
C: -2.27 0.46 -0.72  -0.384
O: -1.39 1.42 -0.61  0.236
O: -3.44 0.57 -0.94  0.140
C: -0.99 -5.16 1.92  -0.054
C: -0.07 -6.25 1.36  -0.435
C: 1.35 -5.76 1.11  -0.208
O: 1.36 -4.64 0.25  -0.212
C: 2.67 -4.11 0.12  -0.093
N: -0.07 -7.43 2.25  0.032
H: -1.98 -5.55 2.18  0.075
H: -1.17 -4.51 1.06  0.063
H: -0.58 -4.63 2.77  0.087
H: -0.54 -6.57 0.43  0.104
H: 1.91 -6.59 0.66  0.126
H: 1.83 -5.49 2.06  0.132
H: 3.36 -4.86 -0.30  0.091
H: 3.06 -3.78 1.08  0.083
H: 2.62 -3.33 -0.64  0.086
H: -1.01 -7.73 2.44  0.061
H: 0.45 -8.16 1.77  0.062
C: 1.60 0.28 6.62  -0.066
C: 2.66 0.81 5.67  -0.433
C: 2.12 1.70 4.55  -0.209
O: 1.34 2.74 5.11  -0.184
C: 0.79 3.59 4.14  -0.106
N: 3.80 1.40 6.38  0.038
H: 0.96 -0.43 6.08  0.080
H: 1.00 1.08 7.05  0.074
H: 1.96 -0.32 7.45  0.073
H: 3.03 -0.08 5.14  0.126
H: 1.50 1.16 3.81  0.126
H: 2.93 2.12 3.93  0.108
H: 1.54 3.96 3.43  0.066
H: 0.45 4.46 4.70  0.089
H: -0.04 3.17 3.57  0.088
H: 4.49 1.74 5.72  0.062
H: 3.44 2.17 6.94  0.069
C: 4.79 -1.00 1.23  -0.046
C: 5.75 -0.32 2.20  -0.416
C: 7.22 -0.61 1.93  -0.211
O: 7.46 -1.99 2.12  -0.173
C: 8.70 -2.35 1.54  -0.120
N: 5.57 1.13 2.11  0.048
H: 4.89 -2.07 1.05  0.069
H: 4.86 -0.50 0.26  0.052
H: 3.77 -0.82 1.59  0.078
H: 5.51 -0.59 3.23  0.135
H: 7.89 -0.07 2.60  0.130
H: 7.41 -0.28 0.90  0.109
H: 9.53 -1.79 1.99  0.086
H: 8.70 -2.09 0.47  0.079
H: 8.94 -3.40 1.64  0.084
H: 4.61 1.43 2.17  0.040
H: 6.01 1.54 1.29  0.060
C: 8.32 0.05 -2.33  -0.057
C: 7.27 1.01 -2.90  -0.437
C: 5.85 0.56 -2.54  -0.223
O: 5.62 -0.76 -2.99  -0.182
C: 4.25 -1.08 -2.92  -0.101
N: 7.54 2.33 -2.34  0.027
H: 9.30 0.30 -2.73  0.073
H: 8.04 -0.99 -2.53  0.073
H: 8.31 0.09 -1.24  0.058
H: 7.33 1.07 -4.00  0.137
H: 5.14 1.29 -2.94  0.117
H: 5.67 0.63 -1.46  0.108
H: 3.61 -0.39 -3.48  0.088
H: 3.92 -1.10 -1.87  0.075
H: 4.12 -2.02 -3.45  0.091
H: 8.47 2.59 -2.65  0.070
H: 6.98 3.02 -2.85  0.074
C: 5.56 6.25 0.47  -0.057
C: 4.49 5.25 0.12  -0.471
C: 3.23 5.83 -0.51  -0.183
O: 2.58 6.76 0.33  -0.182
C: 1.75 6.15 1.29  -0.102
N: 4.99 4.16 -0.68  0.061
H: 5.20 6.92 1.25  0.077
H: 5.89 6.82 -0.40  0.079
H: 6.45 5.74 0.85  0.074
H: 4.18 4.83 1.10  0.117
H: 2.53 5.01 -0.71  0.105
H: 3.54 6.37 -1.41  0.133
H: 1.38 6.93 1.95  0.093
H: 2.30 5.38 1.84  0.063
H: 0.87 5.67 0.83  0.070
H: 4.32 3.46 -0.97  0.034
H: 5.78 3.66 -0.30  0.056
C: -7.14 -2.44 5.14  -0.080
C: -5.91 -2.04 4.36  -0.438
C: -6.29 -1.92 2.86  -0.209
O: -5.11 -1.77 2.11  -0.239
C: -5.29 -1.79 0.70  -0.073
N: -5.36 -0.79 4.87  0.045
H: -7.93 -1.69 5.12  0.079
H: -6.83 -2.63 6.17  0.078
H: -7.59 -3.39 4.84  0.075
H: -5.17 -2.85 4.38  0.143
H: -6.95 -1.06 2.69  0.131
H: -6.81 -2.84 2.56  0.126
H: -6.05 -1.07 0.40  0.098
H: -5.50 -2.83 0.44  0.083
H: -4.38 -1.52 0.16  0.053
H: -4.81 -0.37 4.11  0.067
H: -6.11 -0.09 4.82  0.074
C: -0.41 2.92 -4.41  -0.038
C: 0.38 4.20 -4.06  -0.396
C: 0.11 4.62 -2.62  -0.200
O: -1.27 4.75 -2.33  -0.200
C: -1.50 5.01 -0.97  -0.090
N: 1.83 3.93 -4.14  0.046
H: -0.40 2.75 -5.49  0.073
H: -1.45 2.93 -4.10  0.059
H: 0.15 2.09 -3.97  0.072
H: 0.04 5.00 -4.71  0.134
H: 0.58 5.61 -2.55  0.135
H: 0.59 3.95 -1.90  0.113
H: -0.85 5.81 -0.57  0.078
H: -1.26 4.15 -0.33  0.082
H: -2.52 5.37 -0.87  0.094
H: 2.09 3.29 -3.39  0.033
H: 2.11 3.40 -4.96  0.072
C: -7.53 3.98 1.22  -0.065
C: -6.31 4.10 0.29  -0.439
C: -5.32 2.99 0.57  -0.198
O: -4.80 3.11 1.89  -0.181
C: -3.54 2.46 1.97  -0.099
N: -6.73 4.20 -1.12  0.047
H: -7.98 4.98 1.15  0.068
H: -7.30 3.79 2.26  0.071
H: -8.31 3.31 0.86  0.074
H: -5.83 5.04 0.58  0.132
H: -4.49 2.91 -0.14  0.092
H: -5.76 1.98 0.52  0.132
H: -3.61 1.42 1.63  0.081
H: -3.09 2.53 2.95  0.090
H: -2.87 2.93 1.24  0.074
H: -7.13 5.13 -1.22  0.067
H: -5.86 4.20 -1.66  0.048
C: 0.17 -5.15 -3.96  -0.054
C: -0.96 -4.67 -3.07  -0.401
C: -1.63 -5.81 -2.30  -0.184
O: -2.85 -5.23 -1.86  -0.196
C: -3.70 -6.06 -1.12  -0.108
N: -0.45 -3.72 -2.07  0.063
H: 0.78 -4.33 -4.34  0.077
H: -0.19 -5.66 -4.86  0.075
H: 0.82 -5.87 -3.45  0.078
H: -1.70 -4.13 -3.66  0.126
H: -0.93 -5.99 -1.48  0.104
H: -1.87 -6.68 -2.92  0.133
H: -4.06 -6.96 -1.63  0.089
H: -4.58 -5.47 -0.83  0.075
H: -3.25 -6.27 -0.14  0.081
H: 0.01 -4.27 -1.34  0.063
H: -1.24 -3.37 -1.53  0.061
C: -6.71 -3.70 -2.50  -0.060
C: -6.22 -2.62 -3.44  -0.422
C: -4.74 -2.30 -3.28  -0.187
O: -4.42 -1.29 -4.23  -0.203
C: -3.04 -0.97 -4.40  -0.075
N: -6.54 -3.04 -4.82  0.033
H: -7.74 -3.99 -2.67  0.077
H: -6.64 -3.40 -1.45  0.055
H: -6.01 -4.55 -2.53  0.065
H: -6.76 -1.68 -3.27  0.140
H: -4.06 -3.15 -3.45  0.117
H: -4.59 -1.90 -2.27  0.118
H: -2.85 -0.33 -5.26  0.086
H: -2.46 -1.87 -4.59  0.080
H: -2.74 -0.37 -3.54  0.078
H: -6.18 -3.98 -4.98  0.063
H: -6.01 -2.39 -5.40  0.061
O: 0.49 -1.24 -2.98  -0.081
H: 0.65 -0.61 -2.26  -0.016
H: 0.23 -2.08 -2.53  -0.014
O: -3.78 3.36 -2.79  -0.059
H: -3.62 2.65 -2.14  0.008
H: -3.03 3.97 -2.69  0.007
O: -2.43 -2.52 2.54  -0.067
H: -3.31 -2.09 2.53  0.005
H: -2.04 -2.29 1.69  -0.007